Record 1
Here is a structure of composition C32H44HgO18S5 from OMol25. Energies are from ωB97M-V with the def2-TZVPD basis set.

Structure (XYZ):
```
100
Properties=species:S:1:pos:R:3
Hg 0.484 0.119 -0.685
C 0.036 -8.895 -3.746
C -0.075 -7.460 -3.549
C 0.396 -6.864 -2.139
O 0.295 -5.667 -1.935
C 0.920 -7.867 -1.216
C 0.844 -9.211 -1.463
C 0.465 -9.787 -2.809
O 0.661 -11.054 -3.159
O 1.395 -9.894 -0.520
O -0.468 -6.740 -4.465
H -0.126 -9.124 -4.789
H 1.329 -7.462 -0.302
C 3.267 6.434 2.436
C 3.126 5.142 1.677
C 4.292 4.785 0.726
O 4.130 3.686 0.122
C 5.468 5.702 0.635
C 5.484 6.799 1.378
C 4.416 7.166 2.326
O 4.357 8.285 2.979
O 6.573 7.610 1.225
O 2.267 4.202 1.900
H 2.484 6.723 3.122
H 6.250 5.471 -0.073
C -4.946 8.811 -1.582
C -5.163 8.213 -0.210
C -4.570 6.786 -0.058
S -4.115 6.242 -1.750
O -5.256 5.515 -2.256
O -2.793 5.596 -1.532
C -3.922 7.949 -2.329
H -4.573 9.834 -1.563
H -5.820 8.981 -2.211
H -6.229 8.039 -0.067
H -4.772 8.876 0.562
H -5.174 5.958 0.313
H -3.619 6.856 0.470
H -3.914 7.860 -3.415
H -2.917 8.251 -2.033
C -7.750 -3.487 -0.624
C -8.504 -2.596 -1.476
C -7.620 -1.432 -1.992
S -6.052 -2.262 -2.341
O -4.918 -1.418 -1.809
O -6.105 -2.696 -3.735
C -6.442 -3.775 -1.376
H -8.285 -4.389 -0.328
H -7.442 -2.953 0.275
H -9.235 -2.040 -0.889
H -9.048 -3.030 -2.315
H -7.444 -0.683 -1.220
H -7.806 -0.926 -2.940
H -5.534 -3.991 -0.813
H -6.431 -4.472 -2.214
C 4.383 0.817 -8.872
C 4.515 -0.732 -9.193
C 3.765 -1.482 -8.020
S 2.402 -0.401 -7.570
O 2.328 -0.213 -6.159
O 1.263 -0.828 -8.390
C 2.985 1.166 -8.398
H 4.718 1.516 -9.638
H 5.048 1.034 -8.036
H 5.559 -0.856 -9.482
H 3.904 -0.936 -10.073
H 4.252 -1.274 -7.067
H 3.323 -2.478 -8.037
H 2.964 1.978 -7.671
H 2.268 1.314 -9.207
C 7.962 -2.793 4.592
C 7.876 -1.466 5.389
C 6.736 -0.730 4.626
S 5.442 -2.060 4.370
O 4.746 -1.781 3.116
O 4.723 -2.294 5.652
C 6.613 -3.453 4.146
H 8.579 -3.572 5.040
H 8.563 -2.550 3.716
H 8.799 -0.885 5.381
H 7.725 -1.623 6.457
H 7.153 -0.455 3.657
H 6.134 0.097 5.004
H 6.553 -3.754 3.100
H 6.245 -4.343 4.656
C -2.654 -1.696 8.426
C -2.288 -0.244 8.404
C -1.836 0.240 7.031
S -2.960 -0.655 5.922
O -2.043 -1.179 4.854
O -4.033 0.244 5.530
C -3.497 -1.906 7.196
H -3.137 -2.085 9.323
H -1.774 -2.302 8.213
H -1.392 -0.177 9.021
H -2.971 0.437 8.913
H -0.792 -0.028 6.869
H -1.883 1.303 6.796
H -3.588 -2.904 6.766
H -4.546 -1.727 7.429
```

Summary:
Electronic energy = -129091.3739 eV
Net charge = -2
Spin multiplicity = 1
LUMO energy = -0.024 Ha


Record 2
Here is an isolated molecule of C5H7N from OMol25. Energies are from ωB97M-V with the def2-TZVPD basis set.

Structure (XYZ):
```
13
Properties=species:S:1:pos:R:3
C 0.554 0.949 0.952
C 0.540 -0.089 -1.395
C -1.311 -0.662 -0.210
C 0.029 -1.197 -0.503
C -0.132 0.144 -0.023
N 0.046 1.263 2.039
H 1.567 1.323 0.696
H 1.613 -0.001 -1.137
H -0.052 0.061 -2.354
H -1.985 -0.511 -1.086
H -1.814 -1.040 0.664
H 0.435 -2.208 -0.251
H 0.509 1.968 2.609
```

Summary:
Electronic energy = -6785.1723 eV
Structure (SMILES) = [H]/N=C/[C@]12C[C@@H]1C2
Relative energy (zero: lowest compared OMol25 entry of this formula, charge and spin) = 3.340 eV
Spin multiplicity = 1
LUMO energy = 0.039 Ha


Record 3
Here is a structure of composition C5H20AgN2O5V from OMol25. Energies are from ωB97M-V with the def2-TZVPD basis set.

Structure (XYZ):
```
34
Properties=species:S:1:pos:R:3
V -28.780 -8.837 -15.132
N -27.927 -8.629 -11.209
H -28.919 -8.816 -11.177
H -27.427 -9.285 -10.627
H -27.692 -7.663 -11.032
H -27.618 -8.778 -12.159
N -33.616 -8.039 -13.860
H -33.702 -9.021 -13.640
H -32.616 -7.900 -13.817
H -33.989 -7.501 -13.091
H -34.071 -7.722 -14.704
Ag -29.400 -5.723 -11.522
C -30.410 -7.430 -13.647
O -30.919 -8.288 -14.332
O -29.235 -7.309 -13.662
O -31.163 -6.711 -13.020
C -33.097 -2.693 -13.745
C -32.240 -3.668 -12.981
O -32.839 -4.808 -12.490
H -32.605 -1.723 -13.681
H -34.028 -2.562 -13.195
H -33.464 -3.043 -14.710
H -31.767 -3.110 -12.173
H -31.493 -4.110 -13.640
H -32.320 -5.583 -12.717
C -32.344 -7.154 -7.925
C -32.439 -7.554 -9.426
O -31.257 -7.251 -10.124
H -32.295 -6.103 -7.638
H -31.475 -7.721 -7.591
H -33.185 -7.497 -7.323
H -33.273 -6.995 -9.849
H -32.607 -8.548 -9.842
H -31.457 -7.197 -11.062
```

Summary:
Electronic energy = -48394.6480 eV
Net charge = +2
Spin multiplicity = 5
Expectation value of S² = 6.00
LUMO energy (alpha / beta) = -0.294 / -0.295 Ha


Record 4
Here is a cluster of 2 separate species, C5H10O in total from OMol25. Energies are from ωB97M-V with the def2-TZVPD basis set.

Structure (XYZ):
```
16
Properties=species:S:1:pos:R:3
C 0.276 1.696 -0.493
C 0.003 0.264 -0.084
C 1.129 -0.098 0.846
O 2.241 -0.381 0.465
C -0.588 -0.695 -1.072
C -1.411 -0.209 0.096
H -0.476 2.060 -1.196
H 0.280 2.349 0.389
H 1.265 1.746 -0.959
H 0.312 -2.143 1.338
H 0.901 0.025 1.929
H 1.012 -2.147 1.090
H -0.264 -1.732 -1.064
H -0.822 -0.310 -2.062
H -2.207 0.506 -0.100
H -1.650 -0.930 0.877
```

Summary:
Electronic energy = -7392.2176 eV
Structure (SMILES) = CC1(C=O)CC1.[H][H]
Relative energy (zero: lowest compared OMol25 entry of this formula, charge and spin) = 2.548 eV
Spin multiplicity = 1
LUMO energy = 0.037 Ha


Record 5
Here is a cluster of 2 separate species, C2H8N4 in total from OMol25. Energies are from ωB97M-V with the def2-TZVPD basis set.

Structure (XYZ):
```
14
Properties=species:S:1:pos:R:3
N -2.058 -0.177 0.598
C -1.385 -0.223 -0.569
N -0.700 0.915 -0.918
N -1.404 -1.249 -1.428
H -2.148 -1.045 1.124
H -1.795 0.603 1.197
H 0.015 1.112 -0.210
H -0.277 0.727 -1.827
H -2.059 -1.975 -1.105
C 2.582 0.581 0.692
N 1.585 -0.153 0.990
H 2.775 1.501 1.236
H 3.277 0.316 -0.103
H 1.593 -0.932 0.326
```

Summary:
Electronic energy = -8154.9128 eV
Net charge = +1
Relative energy (zero: lowest compared OMol25 entry of this formula, charge and spin) = 0.400 eV
Spin multiplicity = 2
Expectation value of S² = 0.76
LUMO energy (alpha / beta) = -0.136 / -0.312 Ha


Record 6
Here is a structure of composition C41H50BiFN9O6S2Se from OMol25. Energies are from ωB97M-V with the def2-TZVPD basis set.

Structure (XYZ):
```
111
Properties=species:S:1:pos:R:3
Bi -1.950 0.046 -1.310
C -2.881 -3.797 -2.112
C -2.145 -3.717 -0.761
N -2.519 -2.543 -0.014
C -3.702 -2.586 0.804
C -5.000 -2.451 0.013
S -4.997 -1.031 -1.156
C -5.256 -1.877 -2.761
C -3.967 -2.081 -3.560
N -2.867 -2.488 -2.721
H -3.913 -4.115 -1.970
H -2.385 -4.565 -2.729
H -1.078 -3.646 -0.972
H -2.327 -4.648 -0.197
H -1.737 -2.156 0.488
H -3.644 -1.745 1.496
H -3.767 -3.523 1.393
H -5.813 -2.265 0.713
H -5.228 -3.347 -0.555
H -5.932 -1.237 -3.327
H -5.770 -2.814 -2.550
H -3.678 -1.126 -4.009
H -4.181 -2.797 -4.375
H -1.981 -2.307 -3.165
C 0.335 -0.422 6.468
C 1.207 0.461 5.579
N 0.983 0.182 4.170
C -0.202 0.601 3.658
C -0.666 0.350 2.408
C -2.130 0.806 2.135
O -2.664 1.415 3.049
O -2.631 0.469 1.035
C 0.159 -0.373 1.486
O -0.155 -0.804 0.364
C 1.506 -0.663 1.999
C 2.434 -1.203 1.110
C 3.668 -1.593 1.545
F 4.574 -2.044 0.638
C 4.010 -1.550 2.907
C 3.098 -0.984 3.785
C 1.863 -0.473 3.351
N 5.220 -2.069 3.363
C 5.885 -3.176 2.736
C 6.098 -4.297 3.758
N 6.848 -3.758 4.925
C 6.116 -2.621 5.546
C 5.951 -1.537 4.473
H 0.503 -0.169 7.511
H 0.563 -1.474 6.322
H -0.715 -0.265 6.241
H 2.261 0.336 5.826
H 0.948 1.510 5.748
H -0.846 1.165 4.321
H 2.162 -1.281 0.068
H 3.348 -0.952 4.832
H 6.853 -2.865 2.317
H 5.285 -3.571 1.920
H 6.654 -5.119 3.307
H 5.137 -4.672 4.113
H 7.758 -3.413 4.593
H 7.020 -4.500 5.612
H 6.670 -2.249 6.408
H 5.139 -2.981 5.872
H 6.949 -1.211 4.143
H 5.447 -0.666 4.888
C 1.452 6.002 -3.071
C 0.557 4.894 -3.531
C -0.771 4.840 -3.127
C -1.586 3.798 -3.529
C -1.071 2.790 -4.313
C 0.238 2.841 -4.754
C 1.041 3.900 -4.375
S -2.050 1.346 -4.697
O -3.441 1.621 -4.367
O -1.801 0.968 -6.063
N -1.615 0.173 -3.665
C -0.475 -0.536 -3.769
C 0.340 -0.651 -4.912
C 1.450 -1.457 -4.853
C 1.746 -2.150 -3.679
C 0.895 -1.984 -2.610
N -0.176 -1.212 -2.650
H 0.917 6.673 -2.408
H 1.816 6.571 -3.923
H 2.317 5.605 -2.544
H -1.171 5.609 -2.482
H -2.627 3.765 -3.255
H 0.608 2.058 -5.394
H 2.059 3.956 -4.733
H 0.058 -0.131 -5.811
H 2.088 -1.561 -5.718
H 2.607 -2.795 -3.614
H 1.062 -2.496 -1.672
C 0.441 2.152 -0.899
O -0.496 1.542 -1.720
H 0.610 1.609 0.040
H 0.141 3.177 -0.650
H 1.397 2.205 -1.435
Se -4.797 1.959 -2.333
N -3.395 1.931 -1.313
C -3.203 3.148 -0.764
C -2.222 3.518 0.163
C -2.110 4.841 0.502
C -2.977 5.813 -0.021
C -4.016 5.466 -0.846
C -4.150 4.119 -1.219
N -5.110 3.621 -2.027
H -1.603 2.764 0.611
H -1.345 5.143 1.201
H -2.835 6.844 0.259
H -4.722 6.188 -1.221
```

Summary:
Electronic energy = -164591.5782 eV
Net charge = +1
Relative energy (zero: lowest compared OMol25 entry of this formula, charge and spin) = 2.339 eV
Spin multiplicity = 1
LUMO energy = -0.127 Ha


Record 7
Here is a structure of composition C16H19BN6SeTi from OMol25. Energies are from ωB97M-V with the def2-TZVPD basis set.

Structure (XYZ):
```
44
Properties=species:S:1:pos:R:3
H 2.889 -2.330 -1.515
N 1.562 -0.734 -2.035
B 0.465 1.307 -3.089
N 1.529 0.155 -3.107
C 2.548 -0.156 -3.931
Ti 0.067 -0.518 -0.776
H 2.701 0.395 -4.828
C 3.269 -1.249 -3.429
H 4.115 -1.737 -3.869
C 2.629 -1.571 -2.225
H 0.585 2.060 -4.010
C -1.176 1.475 3.630
H -2.219 1.192 3.821
H -0.673 0.698 3.033
H -1.164 2.409 3.054
N 0.722 2.166 -1.795
N -1.037 0.768 -3.058
N 0.591 1.631 -0.523
N -1.450 -0.068 -2.020
C 1.053 3.483 -1.709
C -2.131 1.089 -3.793
H 1.187 4.141 -2.574
H -2.060 1.744 -4.648
C 1.151 3.811 -0.356
C -3.260 0.466 -3.266
C 0.841 2.643 0.346
C -2.810 -0.221 -2.138
H 1.395 4.771 0.083
H -4.281 0.500 -3.640
H 0.755 2.497 1.415
H -3.394 -0.741 -1.378
H -0.615 1.587 4.540
Se -0.393 -2.536 0.383
C -0.279 -2.526 2.315
C 0.805 -2.060 3.081
C 0.773 -2.186 4.475
C -0.322 -2.755 5.123
C -1.410 -3.182 4.362
C -1.397 -3.064 2.978
H 1.675 -1.643 2.573
H 1.612 -1.822 5.063
H -0.327 -2.862 6.203
H -2.279 -3.613 4.845
H -2.242 -3.416 2.388
```

Summary:
Electronic energy = -114965.2367 eV
Net charge = +2
Relative energy (zero: lowest compared OMol25 entry of this formula, charge and spin) = 0.000 eV
Spin multiplicity = 1
LUMO energy (alpha / beta) = -0.318 / -0.323 Ha


Record 8
Here is a cluster of 2 separate species, CH4I3NSi in total from OMol25. Energies are from ωB97M-V with the def2-TZVPD basis set.

Structure (XYZ):
```
10
Properties=species:S:1:pos:R:3
C 1.916 -0.097 0.117
N 0.743 -0.696 0.618
Si -1.934 0.163 -0.400
I -3.346 1.716 0.901
I -1.837 0.984 -2.661
I -3.027 -2.021 -0.380
H 2.798 -0.631 0.492
H 2.017 -0.092 -0.937
H 1.921 0.908 0.625
H 0.749 -0.234 1.624
```

Summary:
Electronic energy = -34770.7546 eV
Relative energy (zero: lowest compared OMol25 entry of this formula, charge and spin) = 3.792 eV
Spin multiplicity = 1
LUMO energy (alpha / beta) = -0.082 / -0.082 Ha


Record 9
Here is a structure of composition C56H46CrF6N4P4Si from OMol25. Energies are from ωB97M-V with the def2-TZVPD basis set.

Structure (XYZ):
```
118
Properties=species:S:1:pos:R:3
Cr 0.397 0.395 -0.395
C -2.371 4.336 3.621
C -2.586 3.112 3.003
C -1.612 2.567 2.180
C -0.398 3.225 1.979
C -0.235 4.504 2.529
C -1.204 5.043 3.360
P 0.824 2.504 0.853
C -1.623 2.980 -1.067
C -3.170 2.861 -0.912
C -4.052 3.055 -2.175
C -2.625 3.094 -3.797
C -1.336 3.708 -3.374
C -0.938 3.780 -2.114
C 2.390 2.396 1.754
C 2.828 3.366 2.670
C 4.075 3.278 3.264
C 4.931 2.235 2.936
C 4.514 1.268 2.032
C 3.248 1.324 1.441
Si 2.616 -0.152 0.461
C 3.480 -0.919 -1.013
C 4.823 -0.718 -1.338
C 5.368 -1.300 -2.473
C 4.574 -2.093 -3.291
C 3.242 -2.310 -2.979
C 2.685 -1.723 -1.851
P 0.906 -1.843 -1.424
C -0.130 -2.294 -2.854
C -1.150 -1.427 -3.235
C -1.985 -1.750 -4.296
C -1.794 -2.936 -4.987
C -0.781 -3.809 -4.607
C 0.039 -3.500 -3.532
C 0.851 -3.476 -0.565
C 2.005 -4.163 -0.196
C 1.914 -5.408 0.415
C 0.674 -5.977 0.667
C -0.481 -5.310 0.279
C -0.393 -4.072 -0.338
C 2.394 -1.571 1.685
C 3.510 -2.275 2.151
C 3.367 -3.354 3.007
C 2.094 -3.755 3.395
C 0.978 -3.067 2.949
C 1.120 -1.978 2.093
P -0.255 -0.854 1.635
C -1.822 -1.745 1.372
C -2.550 -1.382 0.239
C -3.761 -1.992 -0.063
C -4.253 -2.988 0.765
C -3.550 -3.341 1.913
C -2.354 -2.713 2.226
C -0.449 -0.138 3.325
C 0.675 0.422 3.935
C 0.595 0.947 5.214
C -0.606 0.902 5.912
C -1.725 0.344 5.315
C -1.652 -0.163 4.024
H -3.125 4.753 4.278
H -3.519 2.581 3.153
H -1.805 1.633 1.671
H 0.632 5.100 2.276
H -1.056 6.027 3.788
H -3.580 2.849 0.092
H -5.090 2.792 -1.974
H -2.633 2.790 -4.839
H -0.761 4.204 -4.147
H -0.014 4.276 -1.840
H 2.187 4.193 2.935
H 4.382 4.031 3.980
H 5.912 2.167 3.393
H 5.178 0.441 1.794
H 5.440 -0.076 -0.715
H 6.404 -1.117 -2.733
H 4.989 -2.524 -4.194
H 2.627 -2.900 -3.648
H -1.275 -0.484 -2.719
H -2.776 -1.068 -4.586
H -2.433 -3.185 -5.826
H -0.626 -4.731 -5.153
H 0.797 -4.203 -3.208
H 2.979 -3.734 -0.389
H 2.820 -5.933 0.693
H 0.607 -6.948 1.144
H -1.454 -5.758 0.448
H -1.297 -3.576 -0.670
H 4.506 -1.973 1.834
H 4.241 -3.885 3.367
H 1.970 -4.602 4.058
H 0.005 -3.401 3.278
H -2.164 -0.619 -0.422
H -4.313 -1.690 -0.946
H -5.187 -3.483 0.527
H -3.939 -4.105 2.575
H -1.856 -2.971 3.149
H 1.624 0.440 3.415
H 1.477 1.381 5.672
H -0.667 1.296 6.920
H -2.665 0.302 5.853
H -2.545 -0.569 3.567
F 1.337 1.370 -2.040
P 1.852 1.314 -3.754
F 1.681 -0.280 -3.689
F 3.334 1.186 -3.193
F 0.301 1.392 -4.162
F 1.924 2.901 -3.657
F 2.325 1.287 -5.258
N -5.000 4.012 -4.184
C -3.847 4.059 -3.317
N -3.598 5.410 -2.937
N -3.225 2.020 -2.887
C -2.557 1.749 -1.677
N -1.335 1.520 -1.187
H -4.866 4.556 -5.027
H -5.248 3.064 -4.436
H -3.626 6.047 -3.724
H -2.726 5.523 -2.443
```

Summary:
Electronic energy = -154534.5266 eV
Net charge = +1
Spin multiplicity = 6
Expectation value of S² = 8.93
LUMO energy (alpha / beta) = -0.096 / -0.171 Ha


Record 10
Here is a cluster of 2 separate species, C2H3BrO2 in total from OMol25. Energies are from ωB97M-V with the def2-TZVPD basis set.

Structure (XYZ):
```
8
Properties=species:S:1:pos:R:3
C 0.806 0.574 -0.389
C 0.003 -0.402 -0.233
O -1.050 -2.420 0.233
O -0.133 -1.670 -0.464
Br -2.787 0.185 -0.018
H 0.504 1.526 -0.746
H 1.875 0.532 0.004
H -2.012 -1.880 0.303
```

Summary:
Electronic energy = -76253.9430 eV
Relative energy (zero: lowest compared OMol25 entry of this formula, charge and spin) = 6.334 eV
Spin multiplicity = 1
LUMO energy = -0.061 Ha